61
Properties=species:S:1:pos:R:3:mulliken_charge:R:1 method="wB97M-V/def2-TZVPD" e_homo_ha=-0.38036 charge=+1 e_above_lowest_kj_mol=21.7
Tl 0.54 0.58 0.44 0.619
S 1.83 -1.38 -1.34 -0.700
S 0.92 2.79 -0.60 -0.393
S -1.86 0.10 1.34 -0.542
P -0.78 -1.53 2.01 0.713
P 2.02 -2.01 0.59 0.479
N 1.22 1.45 -2.91 -0.233
N -0.10 3.33 -2.96 -0.149
C 3.86 -1.02 2.42 -0.221
C -1.36 -0.59 4.58 -0.726
C -1.38 -0.69 5.97 -0.636
C -1.85 -4.46 -0.58 -0.753
C -1.00 -1.88 6.58 -0.518
C 1.80 -4.36 2.00 -0.592
C 0.64 2.47 -2.30 0.814
C 1.88 -3.80 0.72 0.555
C -3.13 -4.82 1.42 -0.754
C -0.61 -2.97 5.81 -0.895
C 6.24 -1.07 2.10 -0.458
C -1.54 -3.02 1.31 0.604
C -0.30 3.30 -4.41 -1.022
C 6.06 -1.66 0.85 -0.716
C 0.86 -1.21 1.58 -0.232
C 1.66 -5.73 2.15 -0.603
C 1.72 -5.99 -0.24 -0.598
C -1.23 -3.37 0.01 -0.030
C -2.80 -5.19 0.13 -0.544
C -0.59 -2.87 4.43 0.051
C -2.51 -3.73 2.02 -0.363
C 1.61 -6.54 1.02 -0.613
C 5.14 -0.75 2.88 -0.741
C -0.96 -1.68 3.81 0.283
C 4.78 -1.92 0.38 -0.494
C 3.68 -1.60 1.17 0.671
C 1.85 -4.62 -0.40 -0.531
H 2.99 -0.78 3.03 0.385
H -2.78 -3.44 3.02 0.485
H -1.69 0.15 6.57 0.417
H 1.50 -7.61 1.14 0.418
H 5.28 -0.30 3.85 0.422
H 1.85 -3.72 2.87 0.620
H 1.77 0.78 -2.38 0.100
H -1.02 -1.96 7.66 0.404
H 1.59 -6.16 3.14 0.463
H -0.30 -3.72 3.84 0.562
H -0.51 -2.80 -0.57 0.288
H -0.53 4.06 -2.42 0.270
H -1.60 -4.74 -1.60 0.446
H 1.02 1.24 -3.88 0.213
H 7.24 -0.87 2.46 0.399
H 6.92 -1.91 0.24 0.407
H -0.80 2.37 -4.70 0.350
H 1.92 -4.18 -1.39 0.434
H -3.88 -5.37 1.97 0.423
H 0.65 3.39 -4.93 0.360
H -3.28 -6.04 -0.33 0.410
H -0.94 4.13 -4.68 0.342
H 1.70 -6.63 -1.12 0.449
H -0.32 -3.90 6.29 0.431
H 4.64 -2.36 -0.59 0.372
H -1.66 0.33 4.10 0.399

61
Properties=species:S:1:pos:R:3:nbo_charge:R:1 method="wB97M-V/def2-TZVPD" e_homo_ha=-0.48998 charge=+2 e_above_lowest_kj_mol=9.0
W 0.21 0.16 -0.25 0.851
S 2.04 -1.27 0.50 -0.114
S 0.98 1.68 1.62 0.563
S 1.84 1.64 -1.32 0.018
S -0.78 -2.22 -0.45 0.489
S 0.50 -0.63 -2.81 0.480
N -1.23 1.04 -0.75 -0.509
N -0.93 -0.27 1.71 -0.476
C 2.82 -4.68 -1.55 -0.145
C -4.60 3.15 -1.91 -0.156
C 1.89 3.14 -0.41 -0.199
C -1.15 -1.09 -3.38 -0.739
C -2.64 -0.61 3.87 -0.083
C -1.36 -1.49 2.06 0.241
C 2.98 -3.53 -0.78 -0.199
C 1.57 -5.08 -2.00 -0.203
C 0.45 -4.32 -1.68 -0.208
C -3.63 1.21 -0.89 -0.219
C -2.21 2.96 -1.78 -0.212
C 2.22 5.47 1.11 -0.191
C -2.37 1.73 -1.15 0.082
C -1.31 0.79 2.47 0.235
C 2.55 5.45 -0.24 -0.151
C 1.87 -2.75 -0.47 -0.183
C 1.55 3.19 0.92 -0.177
C 1.72 4.32 1.71 -0.210
C -0.84 -2.65 1.29 -0.573
C -4.75 1.92 -1.27 -0.181
C 2.40 4.30 -1.00 -0.200
C -3.33 3.68 -2.16 -0.189
C 0.63 -3.17 -0.92 -0.188
C 0.65 0.79 -3.91 -0.725
C -2.23 -1.69 3.12 -0.217
C -0.70 2.10 2.12 -0.564
C -2.16 0.65 3.55 -0.216
H -1.90 -0.38 -3.03 0.237
H -1.47 -3.53 1.41 0.269
H -1.10 -1.08 -4.47 0.259
H -5.47 3.71 -2.20 0.243
H 1.47 -5.98 -2.59 0.245
H -1.39 -2.10 -3.06 0.247
H 0.18 -2.88 1.61 0.288
H 1.48 4.32 2.76 0.234
H 3.96 -3.22 -0.44 0.247
H 2.95 6.34 -0.71 0.244
H 1.62 1.27 -3.77 0.269
H 3.69 -5.27 -1.79 0.244
H -3.32 -0.74 4.71 0.258
H -0.53 -4.63 -2.01 0.235
H -2.56 -2.69 3.35 0.254
H -2.43 1.52 4.13 0.254
H -0.16 1.50 -3.74 0.237
H -3.23 4.63 -2.65 0.242
H -0.67 2.76 2.99 0.267
H -5.74 1.53 -1.09 0.240
H -3.73 0.25 -0.39 0.222
H 2.35 6.37 1.69 0.246
H -1.21 3.34 -1.97 0.233
H 0.60 0.36 -4.91 0.251
H -1.20 2.61 1.29 0.263
H 2.69 4.29 -2.05 0.240

61
Properties=species:S:1:pos:R:3:nbo_charge:R:1 method="wB97M-V/def2-TZVPD" e_homo_ha=-0.55761 charge=+3 e_above_lowest_kj_mol=221.0
Pb 2.47 2.48 -0.37 1.499
S 0.93 1.33 2.93 1.196
O 2.00 1.78 1.81 -1.070
N 0.69 1.19 -1.31 -0.385
N 0.46 3.73 -0.97 -0.640
N 3.14 0.03 -0.93 -0.512
N -0.46 1.76 -1.83 -0.365
N -0.46 5.85 -1.57 -0.513
C 2.56 -0.84 3.04 -0.158
C -3.34 5.23 -3.80 -0.117
C 3.08 -1.99 3.57 -0.208
C -1.61 3.82 -2.22 -0.185
C -3.47 3.81 -3.69 -0.188
C 2.09 -0.74 -1.18 0.111
C -1.49 5.20 -2.31 0.253
C 2.90 -2.31 4.92 0.021
C -0.52 3.13 -1.63 0.421
C -5.33 -5.80 -4.08 0.323
C 4.58 -1.82 -1.02 -0.211
C 0.79 -0.10 -1.45 0.127
C 2.23 -2.10 -1.28 -0.192
C 4.33 -0.47 -0.74 0.077
C 1.72 -0.06 3.84 -0.254
C 3.42 -3.64 5.49 -0.650
C -5.14 -6.10 -2.64 -0.398
C -2.41 5.96 -3.07 -0.255
C 2.07 -1.50 5.65 -0.173
C 3.51 -2.62 -1.33 -0.132
C -5.77 -4.34 -4.08 -0.266
C -5.97 -3.88 -2.79 -0.171
C 1.40 -0.36 5.14 -0.221
C -2.65 3.11 -2.86 -0.123
C 0.32 5.00 -0.88 0.378
C 1.09 2.54 4.27 -0.772
C -5.51 -5.01 -1.95 0.117
H 5.57 -2.12 -0.89 0.249
H 0.85 3.54 3.79 0.255
H -4.03 3.13 -4.33 0.242
H 1.90 -1.73 6.71 0.234
H -5.83 -3.87 -5.07 0.262
H -5.06 -6.24 -5.07 0.273
H -3.97 5.71 -4.48 0.240
H 0.31 2.22 5.00 0.260
H -6.38 -2.80 -2.65 0.301
H 2.60 -0.59 1.96 0.211
H 3.79 -4.36 4.73 0.230
H 1.43 -2.77 -1.40 0.235
H 2.07 2.45 4.69 0.259
H 0.76 0.10 5.86 0.246
H -2.70 2.08 -2.84 0.238
H -5.47 -4.79 -0.88 0.260
H 2.59 -4.20 6.07 0.241
H -2.43 7.07 -3.17 0.260
H 3.74 -3.68 -1.70 0.260
H -0.11 -0.61 -1.77 0.223
H 4.26 -3.49 6.20 0.250
H -0.45 6.84 -1.39 0.456
H 5.21 0.18 -0.48 0.228
H 0.97 5.55 -0.21 0.204
H -4.79 -7.14 -2.38 0.298
H 3.50 -2.77 3.01 0.221

76
Properties=species:S:1:pos:R:3:nbo_charge:R:1 method="wB97M-V/def2-TZVPD" e_homo_ha="-0.31196 / -0.31119" charge=0 multiplicity=4 e_above_lowest_kj_mol=36.6
Cr -1.26 -1.44 -0.13 1.345
S 0.72 -2.01 -2.46 2.413
S -3.09 -1.69 -2.65 2.428
S 4.67 2.55 3.49 2.193
O 4.59 3.42 4.63 -0.935
O 0.08 -2.44 -1.16 -0.988
O 1.79 -2.91 -2.77 -0.949
O 5.82 1.71 3.28 -0.948
O 1.06 -0.60 -2.42 -0.993
O -4.23 -2.48 -3.03 -0.945
O -3.28 -0.26 -2.56 -0.960
O -0.51 2.00 -2.87 -0.657
O -1.10 0.35 -0.88 -0.709
O 2.99 -1.34 4.81 -0.383
O 1.13 -2.40 5.07 -0.355
O -2.50 -2.25 -1.37 -0.967
N -2.84 0.88 0.55 -0.401
N 1.87 -1.67 4.46 0.531
N 0.22 -0.90 1.35 -0.507
N -2.64 -0.41 0.86 -0.214
N 2.12 -0.37 2.34 -0.305
N -1.99 -2.91 1.11 -0.474
C 3.40 0.31 2.57 -0.224
C -2.46 -2.00 -5.18 -0.176
C 1.42 -1.20 3.18 0.134
C -1.99 1.19 -0.44 0.653
C 3.25 1.47 3.55 -0.695
C 0.27 -2.28 -5.03 -0.201
C 0.27 -1.53 2.56 0.000
C -1.43 4.12 -2.74 -0.280
C -1.73 -2.14 -6.34 -0.196
C -2.31 -5.12 1.90 -0.242
C -1.31 2.84 -2.20 0.392
C 1.36 -0.19 1.24 0.479
C -1.85 -1.98 -3.92 -0.358
C -2.92 4.78 -0.96 -0.288
C -1.65 -4.20 1.11 0.100
C 4.41 3.52 2.03 -0.665
C -3.02 -2.47 1.86 0.169
C -2.02 2.53 -1.02 -0.268
C 1.74 0.73 0.14 -0.689
C -3.35 -4.68 2.71 -0.124
C -0.35 -2.28 -6.26 -0.199
C -2.22 5.07 -2.13 -0.152
C -0.46 -2.13 -3.84 -0.232
C -2.82 3.51 -0.42 -0.069
C -3.71 -3.34 2.69 -0.219
C -3.35 -1.05 1.72 0.045
C 5.56 4.51 1.87 -0.620
H 5.59 5.21 2.71 0.233
H 1.02 0.67 -0.66 0.312
H 1.80 1.75 0.52 0.226
H -3.37 3.25 0.47 0.224
H -0.50 -2.17 2.94 0.244
H -3.53 5.53 -0.48 0.215
H 2.37 2.08 3.33 0.240
H -3.54 -1.91 -5.23 0.246
H 6.51 3.98 1.83 0.234
H -4.53 -2.97 3.29 0.236
H -2.23 -2.15 -7.30 0.219
H -4.16 -0.56 2.25 0.221
H 3.45 4.03 2.17 0.236
H 4.35 2.83 1.19 0.229
H 4.13 -0.41 2.93 0.265
H 5.44 5.07 0.95 0.226
H 3.74 0.67 1.60 0.230
H -2.30 6.06 -2.57 0.214
H 3.21 1.13 4.58 0.276
H 0.24 -2.39 -7.16 0.218
H 2.71 0.45 -0.28 0.248
H -3.88 -5.38 3.34 0.233
H -0.48 1.12 -2.46 0.527
H 1.34 -2.41 -4.97 0.247
H -0.89 4.34 -3.65 0.228
H -0.83 -4.47 0.46 0.234
H -2.01 -6.16 1.89 0.240

64
Properties=species:S:1:pos:R:3:mulliken_charge:R:1 method="wB97M-V/def2-TZVPD" e_homo_ha="-0.48122 / -0.48142" charge=+2 multiplicity=7 e_above_lowest_kj_mol=29.7
Eu -0.58 -0.17 0.46 1.325
S -5.25 -0.66 1.67 -0.192
S 0.58 -0.91 3.58 0.570
O 0.74 -0.05 2.32 -0.472
N 0.56 0.70 -2.62 -1.041
N -1.95 1.59 1.73 0.617
N 0.78 -0.09 -1.58 0.294
N -2.38 3.44 -2.34 0.095
N 1.16 -2.08 0.23 -0.147
N -1.03 1.85 -1.30 -0.199
C 1.33 -3.13 1.04 -0.069
C -0.80 2.65 -6.09 -0.801
C -2.40 3.76 2.65 -0.796
C -1.88 3.20 -3.61 0.229
C 2.50 -3.86 1.10 -0.870
C -1.55 2.81 2.13 -0.806
C -3.52 -2.27 0.72 -0.603
C -3.75 3.43 2.76 -0.652
C 3.57 -3.50 0.28 -0.321
C -3.63 -0.10 1.46 0.007
C -0.32 1.98 -4.99 -0.329
C -0.43 1.56 -2.53 0.153
C 3.41 -2.43 -0.58 -0.836
C -2.78 -1.06 0.94 -0.062
C -4.83 -2.20 1.07 -0.426
C -1.80 -0.35 4.84 -1.140
C 2.21 -0.90 4.37 -0.550
C 2.19 -1.74 -0.59 0.885
C 2.83 0.48 4.47 -1.087
C -0.35 0.14 4.73 -0.555
C 1.98 -0.67 -1.52 -0.547
C -2.36 3.88 -4.73 -0.881
C -1.96 2.77 -1.28 -0.390
C -0.86 2.25 -3.73 0.962
C -3.25 1.26 1.85 0.796
C -1.82 3.60 -5.96 -0.433
C -4.18 2.18 2.35 -0.837
H -3.15 4.62 -4.62 0.401
H 2.58 -4.70 1.77 0.439
H -2.02 4.72 2.97 0.489
H -1.85 -1.29 5.38 0.407
H -2.40 0.38 5.38 0.379
H 4.20 -2.13 -1.25 0.408
H 3.85 0.38 4.83 0.412
H -0.49 3.02 2.02 0.475
H -2.24 -0.49 3.85 0.179
H 2.77 -0.38 -2.20 0.428
H -0.38 2.44 -7.07 0.429
H 0.15 0.14 5.70 0.635
H 2.29 1.13 5.15 0.284
H -2.19 4.12 -6.84 0.423
H -2.41 3.04 -0.33 0.353
H -3.09 -3.18 0.32 0.428
H -4.46 4.15 3.16 0.486
H 0.47 1.24 -5.08 0.474
H 2.82 -1.58 3.77 0.331
H -5.58 -2.97 1.01 0.478
H 0.48 -3.40 1.65 0.563
H -3.10 4.14 -2.23 0.279
H -5.22 1.91 2.43 0.498
H 2.04 -1.37 5.34 0.506
H 2.87 0.95 3.49 0.256
H 4.50 -4.05 0.31 0.481
H -0.29 1.14 4.29 0.188

90
Properties=species:S:1:pos:R:3:mulliken_charge:R:1 method="wB97M-V/def2-TZVPD" e_homo_ha=-0.41332 charge=0 e_above_lowest_kj_mol=91.5 smiles="O=C1OC[C@@H](F)O1.O=C1OC[C@@H](F)O1.O=C1OC[C@@H](F)O1.O=C1OC[C@@H](F)O1.O=C1OC[C@@H](F)O1.O=C1OC[C@@H](F)O1.O=C1OC[C@@H](F)O1.O=C1OC[C@@H](F)O1.O=C1OC[C@@H](F)O1"
F 3.66 -2.39 -3.97 -0.356
F 0.33 2.74 4.17 -0.146
F -2.88 -2.43 4.56 -0.346
F -3.23 2.25 0.63 -0.270
F 1.27 -1.89 -0.66 -0.167
F 0.27 -4.79 1.26 -0.255
F 5.09 -3.42 -1.12 -0.343
F -3.52 5.56 3.43 -0.346
F -2.79 2.40 -5.65 -0.277
O 0.70 -0.44 -5.71 -0.439
O -2.06 1.43 -1.19 0.075
O -0.34 -3.29 -2.53 -0.395
O 0.50 5.56 3.00 -0.568
O 0.07 -5.37 -1.84 -0.395
O -3.57 -0.60 3.47 -0.364
O 3.11 -4.15 -0.35 -0.162
O -0.98 -4.02 -0.49 -0.231
O -0.82 5.42 4.83 -0.384
O -1.54 4.57 2.88 -0.143
O -4.07 1.22 -2.05 -0.442
O -2.65 -0.52 -2.24 -0.507
O -1.15 4.45 -2.88 -0.518
O -2.14 0.63 4.57 -0.260
O 1.56 -2.49 -6.20 -0.383
O -0.02 3.13 -4.28 -0.288
O 1.13 1.22 -0.47 -0.398
O 1.55 -1.65 -4.07 -0.170
O 3.37 -0.12 4.42 -0.527
O 3.42 1.91 3.48 -0.361
O 0.07 1.40 1.48 -0.358
O 4.23 -4.92 1.37 -0.357
O -0.23 -0.44 0.18 -0.158
O -4.20 1.45 4.43 -0.590
O 1.96 1.55 5.06 -0.372
O -1.78 4.28 -4.99 -0.334
O 2.59 -6.20 0.43 -0.621
C -0.52 5.23 3.54 0.692
C -2.07 4.78 5.13 -0.342
C 2.60 3.03 3.47 -0.109
C -2.51 -1.46 3.68 0.502
C -3.99 2.60 -1.63 -0.360
C 2.36 -2.74 -4.02 1.086
C -3.39 0.58 4.19 0.730
C 1.09 0.27 -1.58 0.105
C -2.67 4.53 3.69 0.599
C -0.73 -5.08 0.36 0.270
C 2.95 0.97 4.27 0.584
C 2.09 -3.53 -5.25 -0.483
C 1.64 2.84 4.62 0.266
C -0.37 2.55 -5.56 -0.154
C -1.66 3.19 -5.87 0.212
C -0.97 3.98 -3.95 0.644
C -0.23 -6.17 -0.70 -0.364
C 0.37 -0.89 -1.04 -0.006
C 1.19 -1.46 -5.42 0.439
C -0.39 -4.16 -1.73 0.565
C -2.80 2.55 -0.68 0.231
C -2.88 0.58 -1.85 0.442
C 0.33 0.81 0.52 0.373
C 4.71 -3.59 1.20 -0.525
C -1.48 -0.57 4.27 -0.042
C 3.29 -5.20 0.50 0.521
C 4.14 -3.20 -0.15 0.756
H 4.36 -2.92 1.91 0.373
H -0.78 -0.33 3.45 -0.044
H -1.66 -5.36 0.84 0.239
H -1.00 -6.88 -1.00 0.342
H 5.80 -3.69 1.24 0.294
H -3.19 3.60 3.53 -0.032
H 2.05 -0.04 -1.88 0.556
H 2.14 3.07 2.49 0.100
H 1.26 -4.27 -5.15 0.259
H 3.28 3.96 3.54 0.270
H -3.81 3.20 -2.52 0.167
H -2.68 5.41 5.72 0.421
H -0.56 1.52 -5.47 0.252
H 3.67 -2.20 -0.29 -0.053
H 0.48 2.67 -6.34 0.243
H 0.52 0.74 -2.43 -0.228
H 1.60 3.55 5.42 0.302
H 2.96 -4.00 -5.76 0.329
H -1.69 3.66 -6.85 0.261
H -1.91 3.75 5.54 0.146
H -1.02 -1.01 5.20 0.310
H -2.19 3.40 -0.60 0.343
H -2.32 -1.90 2.75 0.116
H 0.69 -6.61 -0.31 0.269
H -0.32 -1.36 -1.73 0.278
H 2.23 -3.32 -3.05 -0.314
H -4.93 2.84 -1.18 0.327

58
Properties=species:S:1:pos:R:3:nbo_charge:R:1 method="wB97M-V/def2-TZVPD" e_homo_ha=-0.37996 charge=+1 e_above_lowest_kj_mol=0.0
O -0.23 5.53 8.65 -0.620
O 0.26 3.32 8.35 -0.533
N 0.29 4.67 6.56 -0.438
N -0.30 1.10 1.36 -0.249
C 1.99 -1.72 1.31 -0.200
C 0.52 6.74 3.64 -0.199
C 3.29 0.22 0.59 -0.191
C 0.87 -0.89 1.43 0.026
C -2.55 0.18 2.01 -0.201
C 0.70 4.23 4.38 -0.301
C 3.20 -1.15 0.90 -0.158
C -0.49 -1.15 1.82 0.013
C 0.63 3.67 5.64 0.016
C 0.21 8.01 4.14 -0.222
C 0.98 0.50 1.13 0.074
C -1.18 -2.31 2.18 -0.185
C 0.32 1.53 9.88 -0.623
C -0.12 8.21 5.49 -0.197
C -0.61 2.39 1.35 0.315
C 0.48 5.65 4.51 -0.114
C 0.08 4.58 7.94 0.928
C -1.20 0.07 1.77 0.088
C -2.55 -2.22 2.47 -0.172
C 0.03 3.02 9.81 0.282
C 0.97 3.81 10.69 -0.653
C -3.23 -0.99 2.37 -0.181
C 2.17 1.06 0.70 -0.191
C 0.19 5.90 5.86 0.208
C -1.40 3.33 10.20 -0.652
C 0.22 3.39 0.67 -0.723
C -0.11 7.13 6.38 -0.245
H 2.22 2.11 0.45 0.228
H 0.79 6.58 2.59 0.201
H 0.57 3.09 -0.33 0.273
H 0.18 1.14 10.90 0.225
H 0.91 3.73 3.44 0.191
H 2.01 3.63 10.40 0.216
H -0.37 9.20 5.87 0.225
H 0.73 4.88 10.62 0.247
H 1.35 1.33 9.56 0.218
H -4.30 -0.95 2.58 0.241
H -0.32 7.22 7.44 0.267
H 4.09 -1.77 0.83 0.240
H 4.24 0.63 0.25 0.242
H 0.84 3.50 11.73 0.225
H 0.77 2.66 5.97 0.235
H -0.42 4.28 0.57 0.268
H -1.58 4.41 10.14 0.245
H -1.58 3.00 11.23 0.226
H 1.09 3.68 1.26 0.275
H -0.36 0.98 9.21 0.214
H -3.10 -3.11 2.78 0.240
H -0.64 -3.25 2.22 0.232
H 0.21 8.88 3.48 0.220
H -1.62 2.63 1.67 0.231
H -2.11 2.80 9.54 0.212
H 1.87 -2.77 1.54 0.236
H -3.04 1.15 1.91 0.225